#one
This record from the Open Molecules 2025 dataset describes a cluster of 2 separate species, O2 in total. The level of theory is wB97M-V/def2-TZVPD.

Calculated values
molar mass: 32.00 g/mol
HOMO-LUMO gap: 7.26 eV
HOMO energy: -13.11 eV
spin multiplicity: 1

Positions of all 2 atoms, in Å:
O  0.00000  0.00000  0.98361
O  0.00000  0.00000  -0.98361



#two
This record from the Open Molecules 2025 dataset describes an isolated molecule of O2. The level of theory is wB97M-V/def2-TZVPD.

Calculated values
molar mass: 32.00 g/mol
HOMO-LUMO gap: 7.83 eV
HOMO energy: -10.67 eV
spin multiplicity: 1

Positions of all 2 atoms, in Å:
O  0.00000  0.00000  0.64386
O  0.00000  0.00000  -0.64386



In terms of stability, #two leads; the second structure lies 145.6 kcal/mol higher.



#one
This record from the Open Molecules 2025 dataset describes an isolated molecule of C3H6N2S. The level of theory is wB97M-V/def2-TZVPD.

Calculated values
molar mass: 102.16 g/mol
HOMO-LUMO gap: 8.37 eV
HOMO energy: -8.12 eV
spin multiplicity: 1

Positions of all 12 atoms, in Å:
H  0.39244  2.03028  0.95106
C  -1.51683  -1.18858  0.15013
H  -2.49651  -0.91800  0.06558
H  0.89690  -1.70829  -0.24331
N  0.86052  1.61180  0.11108
H  -1.58810  0.85717  -0.28204
H  0.93938  2.35720  -0.64206
S  2.91745  -0.56721  0.10223
N  0.33352  0.33956  -0.20519
H  -1.02678  -2.12932  0.20960
C  -1.00112  -0.05416  0.07363
C  1.28914  -0.63044  -0.29070



#two
This record from the Open Molecules 2025 dataset describes an isolated molecule of C3H6N2S. The level of theory is wB97M-V/def2-TZVPD.

Calculated values
molar mass: 102.16 g/mol
HOMO-LUMO gap: 9.28 eV
HOMO energy: -8.61 eV
spin multiplicity: 1

Positions of all 12 atoms, in Å:
H  1.58788  -0.23128  1.58969
C  -1.16704  -0.05140  -0.57655
N  0.20761  0.58203  0.19094
N  -2.06481  0.23523  0.31919
S  -1.02215  -1.06583  -1.79156
C  1.07129  -0.41749  0.65781
H  1.50960  0.10353  -1.48691
H  0.78843  -1.40469  0.48533
H  -2.86913  -0.32379  0.36208
C  1.44516  0.43241  -0.45742
H  2.21858  1.27956  -0.29780
H  -1.70541  0.86170  1.00522



#three
This record from the Open Molecules 2025 dataset describes an isolated molecule of C3H6N2S. The level of theory is wB97M-V/def2-TZVPD.

Calculated values
molar mass: 102.16 g/mol
HOMO-LUMO gap: 8.54 eV
HOMO energy: -8.53 eV
spin multiplicity: 1

Positions of all 12 atoms, in Å:
H  -3.52785  0.69361  -0.61864
H  1.73410  0.67624  0.04049
C  1.83492  -0.37648  0.01721
H  -1.94061  1.02416  0.34461
H  -3.31316  0.03960  1.16119
C  -2.78882  0.27665  0.14968
C  3.02544  -0.95752  0.14552
S  -1.79034  -1.22420  -0.15292
N  -0.38401  -0.40873  -0.04508
H  3.89390  -0.31037  0.08581
N  0.67859  -1.07438  0.04079
H  3.26156  -1.99684  0.27761



In terms of stability, #two leads; the second structure lies 14.5 kcal/mol higher.



#one
This record from the Open Molecules 2025 dataset describes an isolated molecule of C3H6N2S. The level of theory is wB97M-V/def2-TZVPD.

Calculated values
molar mass: 102.16 g/mol
HOMO-LUMO gap: 7.84 eV
HOMO energy: -9.07 eV
spin multiplicity: 1

Positions of all 12 atoms, in Å:
N  0.13102  -1.04585  0.39639
C  0.60374  0.16402  0.17959
H  -1.95704  -0.77807  0.30445
H  2.25833  -0.21344  1.20448
H  -1.42709  -2.39630  -0.04588
N  1.91239  0.47455  0.57967
H  -1.12784  0.86543  -0.92424
H  2.06236  1.46416  0.80735
H  -1.24282  -1.13844  -1.19376
S  0.13304  2.77875  -0.64136
C  -1.12766  -1.38367  -0.16288
C  -0.21842  1.20885  -0.50381



#two
This record from the Open Molecules 2025 dataset describes an isolated molecule of C3H6N2S. The level of theory is wB97M-V/def2-TZVPD.

Calculated values
molar mass: 102.16 g/mol
HOMO-LUMO gap: 9.03 eV
HOMO energy: -8.26 eV
spin multiplicity: 1

Positions of all 12 atoms, in Å:
C  0.04219  -0.41420  -0.60724
H  0.00707  2.90491  -0.52159
C  -0.22847  1.92144  -2.34304
H  -0.57163  2.86036  -2.78080
H  -0.07512  1.05241  -2.93657
H  0.24925  1.06679  0.93162
S  0.06113  -1.31448  1.81282
H  0.00586  -0.61915  -1.69727
H  0.24983  -2.61510  1.96348
N  0.03380  -1.48793  0.08545
C  -0.08427  1.94496  -0.99203
N  0.07763  0.86910  -0.12975



In terms of stability, #one leads; the second structure lies 10.1 kcal/mol higher.



#one
This record from the Open Molecules 2025 dataset describes a cluster of 2 separate species, C3H6N2S in total. The level of theory is wB97M-V/def2-TZVPD.

Calculated values
molar mass: 102.16 g/mol
HOMO-LUMO gap (spin up / spin down): 8.68 / 7.62 eV
HOMO energy (spin up / spin down): -9.03 / -7.63 eV
spin multiplicity: 1

Positions of all 12 atoms, in Å:
H  0.42438  2.34307  1.59801
H  1.59180  0.58422  -0.58223
C  0.26891  1.64321  0.88820
N  -1.48954  -2.04649  -0.70202
C  1.36910  0.84089  0.48652
H  2.29590  0.65878  1.03345
S  -0.02715  -0.30701  -2.11405
H  -1.43981  -2.94445  -1.24504
N  0.30694  0.27042  1.20559
C  -0.75460  -1.00898  -0.86099
H  -0.41606  2.05418  0.14565
H  -2.12987  -2.08785  0.14692



#two
This record from the Open Molecules 2025 dataset describes an isolated molecule of C3H6N2S. The level of theory is wB97M-V/def2-TZVPD.

Calculated values
molar mass: 102.16 g/mol
HOMO-LUMO gap: 9.09 eV
HOMO energy: -8.24 eV
spin multiplicity: 1

Positions of all 12 atoms, in Å:
H  1.59642  1.75963  0.14318
H  -0.50110  -2.26606  -0.58279
H  -0.52554  -1.99619  1.21639
H  -2.42867  -0.85804  0.05943
S  1.34427  -0.61389  0.32148
C  -0.27678  -1.35233  0.18634
C  -1.47471  -0.31946  0.22522
H  -1.45002  -0.10842  1.37574
N  -1.31863  0.78274  -0.71677
N  -0.22079  1.45404  -0.55365
H  -2.08215  1.42223  -0.51208
C  0.86127  1.04039  -0.06999



In terms of stability, #two leads; the second structure lies 60.3 kcal/mol higher.